28
Properties=species:S:1:pos:R:3:lowdin_charge:R:1 method="wB97M-V/def2-TZVPD" multiplicity=3 homo_ev="-6.0957 / -9.6339" lumo_energy_ev="0.683 / -3.096" s2=2.009 total_charge=0
C -2.37183 0.30927 -2.14601 -0.34
C -3.08600 -0.63481 -1.18990 -0.07
C 2.85410 1.10830 2.83788 -0.10
C 1.65291 0.85256 3.69911 -0.11
C -0.95036 -0.17801 -2.23166 -0.20
C 2.08615 -0.17062 2.69198 -0.33
C -0.91543 -1.32525 -1.24238 -0.48
C -0.57852 -0.61380 -3.65215 -0.01
N 1.27798 -0.32703 1.51222 0.00
O 0.05614 -1.92760 -0.87493 0.11
O -2.87234 1.23935 -2.71253 0.13
O 0.93060 1.57781 -0.45521 -0.44
O -1.08626 0.78808 0.65244 -0.43
O -2.14017 -1.60078 -0.77849 0.05
S 0.20900 1.43030 0.79463 0.76
H -3.42957 -0.08020 -0.30966 0.14
H -3.93886 -1.13137 -1.66252 0.14
H 2.76344 1.83095 2.04304 0.09
H 3.83172 1.06113 3.28941 0.10
H 1.80135 0.62426 4.74383 0.10
H 0.75300 1.41147 3.49344 0.08
H -0.25313 0.60327 -1.90340 0.13
H 2.54393 -1.08407 3.06530 0.15
H 0.44818 -0.96517 -3.67872 0.09
H -0.68554 0.23383 -4.32564 0.09
H -1.23312 -1.41430 -3.98894 0.09
H 1.81093 -0.61691 0.69312 0.12
H 0.52171 -1.00066 1.63575 0.12